{
  "formula": "C41H103N17O11",
  "method": "ωB97M-V/def2-TZVPD",
  "elements": ["C", "C", "C", "C", "C", "C", "N", "O", "C", "C", "C", "H", "H", "H", "H", "H", "H", "H", "H", "H", "H", "H", "H", "H", "H", "H", "H", "H", "H", "H", "C", "C", "C", "C", "C", "C", "N", "O", "C", "C", "C", "H", "H", "H", "H", "H", "H", "H", "H", "H", "H", "H", "H", "H", "H", "H", "H", "H", "H", "H", "C", "C", "C", "C", "C", "C", "N", "O", "C", "C", "C", "H", "H", "H", "H", "H", "H", "H", "H", "H", "H", "H", "H", "H", "H", "H", "H", "H", "H", "H", "C", "C", "C", "O", "C", "N", "H", "H", "H", "H", "H", "H", "H", "H", "H", "H", "H", "C", "C", "C", "O", "C", "N", "H", "H", "H", "H", "H", "H", "H", "H", "H", "H", "H", "C", "O", "N", "N", "H", "H", "H", "H", "C", "O", "N", "N", "H", "H", "H", "H", "C", "O", "N", "N", "H", "H", "H", "H", "C", "O", "N", "N", "H", "H", "H", "H", "C", "O", "N", "N", "H", "H", "H", "H", "C", "O", "N", "N", "H", "H", "H", "H"],
  "positions_angstrom": [[5.28, -2.60, 3.85], [4.88, -1.02, 4.00], [5.06, -0.65, 5.49], [4.91, 0.87, 5.74], [6.07, 1.57, 5.02], [6.00, 1.30, 3.47], [5.74, -0.15, 3.18], [5.62, -0.43, 1.85], [5.07, 2.29, 2.75], [7.39, 1.51, 2.89], [3.38, -0.87, 3.62], [4.77, -3.25, 3.13], [5.18, -3.17, 4.77], [6.34, -2.82, 3.69], [4.53, -1.32, 6.17], [6.07, -0.82, 5.85], [4.91, 1.05, 6.82], [3.91, 1.11, 5.39], [6.99, 1.18, 5.45], [5.97, 2.65, 5.12], [4.94, 2.14, 1.68], [4.11, 2.29, 3.26], [5.54, 3.28, 2.80], [7.83, 2.41, 3.31], [8.08, 0.69, 3.09], [7.39, 1.59, 1.81], [3.18, -1.19, 2.60], [3.13, 0.19, 3.65], [2.76, -1.50, 4.27], [4.76, -0.04, 1.68], [5.10, 6.21, -6.37], [6.31, 5.34, -6.14], [5.82, 3.97, -5.71], [6.85, 2.91, -5.69], [7.32, 2.63, -7.09], [7.93, 3.85, -7.77], [7.00, 5.02, -7.46], [7.27, 6.09, -8.25], [9.45, 4.07, -7.34], [7.84, 3.49, -9.31], [7.25, 6.00, -5.09], [4.50, 5.79, -7.18], [5.12, 7.22, -6.78], [4.54, 6.39, -5.45], [5.14, 4.11, -4.87], [5.16, 3.55, -6.47], [6.45, 1.98, -5.28], [7.70, 3.16, -5.05], [6.55, 2.11, -7.66], [8.10, 1.88, -6.99], [10.18, 3.40, -7.78], [9.74, 5.09, -7.59], [9.67, 3.92, -6.28], [8.27, 4.29, -9.92], [8.35, 2.55, -9.54], [6.81, 3.40, -9.65], [7.45, 7.03, -5.39], [8.25, 5.56, -5.12], [6.99, 6.09, -4.04], [6.63, 5.97, -8.95], [-0.82, -10.38, 5.65], [-2.09, -10.08, 4.79], [-3.28, -10.90, 5.43], [-4.20, -10.26, 6.46], [-4.37, -8.79, 6.16], [-3.09, -7.94, 5.86], [-2.37, -8.61, 4.71], [-1.48, -7.79, 4.03], [-3.48, -6.53, 5.41], [-2.34, -7.85, 7.17], [-1.88, -10.67, 3.38], [-0.07, -9.63, 5.43], [-0.41, -11.36, 5.41], [-1.07, -10.47, 6.71], [-3.96, -11.27, 4.66], [-2.88, -11.76, 5.97], [-3.71, -10.37, 7.43], [-5.16, -10.77, 6.56], [-5.01, -8.31, 6.90], [-4.89, -8.85, 5.20], [-3.33, -5.80, 6.20], [-2.79, -6.02, 4.73], [-4.49, -6.49, 5.01], [-2.13, -8.79, 7.68], [-1.39, -7.38, 6.93], [-2.94, -7.34, 7.93], [-1.67, -11.74, 3.42], [-1.06, -10.13, 2.89], [-2.70, -10.46, 2.70], [-1.92, -7.58, 3.21], [-9.43, -0.34, 2.54], [-9.15, 0.80, 3.47], [-9.58, 0.51, 4.92], [-11.02, 0.45, 4.95], [-11.68, 1.71, 4.81], [-7.69, 1.02, 3.58], [-10.31, -0.89, 2.86], [-8.68, -1.13, 2.59], [-9.53, 0.10, 1.55], [-9.62, 1.69, 3.05], [-9.03, 1.20, 5.57], [-9.29, -0.49, 5.23], [-12.46, 1.94, 5.54], [-12.13, 1.94, 3.84], [-10.93, 2.49, 4.96], [-7.24, 1.37, 2.74], [-7.38, 0.07, 3.68], [-0.41, 5.35, 4.62], [-1.14, 6.61, 4.23], [-0.24, 7.48, 3.17], [0.96, 7.86, 3.87], [1.81, 8.67, 3.13], [-2.44, 6.19, 3.84], [-0.96, 4.70, 5.29], [0.51, 5.52, 5.18], [-0.28, 4.67, 3.78], [-1.24, 7.20, 5.14], [-0.83, 8.32, 2.80], [-0.02, 6.85, 2.30], [1.44, 9.61, 2.72], [2.28, 8.22, 2.27], [2.64, 9.01, 3.76], [-2.71, 5.44, 4.45], [-2.34, 5.78, 2.93], [-4.42, 8.05, -2.91], [-3.42, 7.53, -3.32], [-4.89, 7.92, -1.73], [-5.25, 8.64, -3.64], [-4.32, 7.37, -1.11], [-5.76, 8.42, -1.60], [-5.08, 8.81, -4.62], [-5.93, 9.25, -3.20], [-2.36, 4.23, -9.01], [-1.88, 4.39, -10.19], [-1.72, 3.79, -7.96], [-3.62, 4.47, -8.77], [-0.73, 3.59, -8.01], [-2.25, 3.75, -7.10], [-3.98, 4.18, -7.87], [-4.17, 4.77, -9.56], [-1.88, 1.70, -1.19], [-2.78, 2.27, -0.61], [-1.16, 2.33, -1.99], [-1.68, 0.43, -1.05], [-0.58, 1.79, -2.62], [-1.44, 3.29, -2.14], [-1.00, 0.09, -1.73], [-2.36, -0.13, -0.56], [-5.82, -6.10, -0.22], [-4.77, -5.55, 0.02], [-6.69, -5.59, -1.07], [-6.14, -7.28, 0.21], [-7.48, -6.14, -1.36], [-6.62, -4.63, -1.38], [-5.66, -7.60, 1.04], [-7.04, -7.64, -0.07], [-4.22, -3.62, -7.16], [-5.30, -4.26, -7.12], [-3.82, -3.04, -8.27], [-3.49, -3.46, -6.11], [-2.85, -2.77, -8.28], [-4.41, -2.78, -9.05], [-3.74, -3.82, -5.21], [-2.70, -2.84, -6.17], [3.33, -3.16, -4.89], [2.70, -2.23, -4.40], [4.12, -3.98, -4.23], [3.43, -3.51, -6.12], [4.20, -3.68, -3.27], [4.52, -4.77, -4.71], [3.94, -4.31, -6.45], [2.77, -3.09, -6.77]],
  "lowdin_charge": [-0.0205, -0.4434, -0.1496, -0.1763, -0.1118, -0.4882, -0.1520, 0.0045, -0.0327, -0.0588, -0.0322, 0.0651, 0.0599, 0.0692, 0.1146, 0.1108, 0.1080, 0.0936, 0.1189, 0.1168, 0.0816, 0.0758, 0.0873, 0.0822, 0.0889, 0.0801, 0.0751, 0.0656, 0.0908, 0.0767, -0.0531, -0.4722, -0.1730, -0.2059, -0.1794, -0.4194, -0.1373, -0.0148, -0.0223, -0.0380, -0.0194, 0.0853, 0.0781, 0.0896, 0.1251, 0.1206, 0.1196, 0.1114, 0.1195, 0.1200, 0.0713, 0.0744, 0.0623, 0.0712, 0.0816, 0.0785, 0.0780, 0.0624, 0.0812, 0.1049, -0.0373, -0.4504, -0.1319, -0.2067, -0.1495, -0.4764, -0.1186, -0.0219, -0.0292, -0.0468, -0.0490, 0.0831, 0.0752, 0.0670, 0.1085, 0.1124, 0.0976, 0.1144, 0.1217, 0.1124, 0.0783, 0.0753, 0.0829, 0.0626, 0.0948, 0.0880, 0.0853, 0.0744, 0.0782, 0.1057, -0.0731, -0.4455, -0.1871, -0.1908, -0.1101, 0.0260, 0.0786, 0.0773, 0.0822, 0.1313, 0.1166, 0.1264, 0.0801, 0.0805, 0.0812, 0.0687, 0.0577, -0.0991, -0.4290, -0.1336, -0.1779, -0.1551, 0.0180, 0.0693, 0.0751, 0.0820, 0.1294, 0.1145, 0.1153, 0.0823, 0.0831, 0.0866, 0.0676, 0.0716, -0.8687, 0.0412, 0.1710, 0.1624, 0.1334, 0.1146, 0.1317, 0.1144, -0.7266, -0.0474, 0.1594, 0.1511, 0.1235, 0.1071, 0.1083, 0.1245, -0.8616, 0.0153, 0.1797, 0.1753, 0.1198, 0.1380, 0.1065, 0.1271, -0.8023, 0.0214, 0.1566, 0.1669, 0.1034, 0.1193, 0.1240, 0.1105, -0.7597, -0.0262, 0.1566, 0.1669, 0.1017, 0.1225, 0.1280, 0.1102, -0.7855, 0.0188, 0.1478, 0.1501, 0.1237, 0.1109, 0.1130, 0.1212],
  "smiles": "CC1(C)CCCC(C)(C)N1O.CC1(C)CCCC(C)(C)N1O.CC1(C)CCCC(C)(C)N1O.COC[C@H](C)N.COC[C@H](C)N.NC(N)=O.NC(N)=O.NC(N)=O.NC(N)=O.NC(N)=O.NC(N)=O",
  "homo_lumo_gap_ev": 7.838,
  "total_energy_ev": -92034.6616,
  "homo_energy_ev": -7.96,
  "charge": 0
}



{
  "formula": "C41H103N17O11",
  "method": "ωB97M-V/def2-TZVPD",
  "elements": ["C", "C", "C", "C", "C", "C", "N", "O", "C", "C", "C", "H", "H", "H", "H", "H", "H", "H", "H", "H", "H", "H", "H", "H", "H", "H", "H", "H", "H", "H", "C", "C", "C", "C", "C", "C", "N", "O", "C", "C", "C", "H", "H", "H", "H", "H", "H", "H", "H", "H", "H", "H", "H", "H", "H", "H", "H", "H", "H", "H", "C", "C", "C", "C", "C", "C", "N", "O", "C", "C", "C", "H", "H", "H", "H", "H", "H", "H", "H", "H", "H", "H", "H", "H", "H", "H", "H", "H", "H", "H", "C", "C", "C", "O", "C", "N", "H", "H", "H", "H", "H", "H", "H", "H", "H", "H", "H", "C", "C", "C", "O", "C", "N", "H", "H", "H", "H", "H", "H", "H", "H", "H", "H", "H", "C", "O", "N", "N", "H", "H", "H", "H", "C", "O", "N", "N", "H", "H", "H", "H", "C", "O", "N", "N", "H", "H", "H", "H", "C", "O", "N", "N", "H", "H", "H", "H", "C", "O", "N", "N", "H", "H", "H", "H", "C", "O", "N", "N", "H", "H", "H", "H"],
  "positions_angstrom": [[0.67, 3.23, 0.93], [0.52, 1.67, 1.08], [0.28, 1.38, 2.61], [-0.09, -0.07, 2.81], [-1.36, -0.49, 2.09], [-1.15, -0.24, 0.62], [-0.59, 1.08, 0.31], [-0.55, 1.38, -1.03], [-0.21, -1.27, -0.05], [-2.57, -0.22, -0.01], [1.80, 1.04, 0.55], [1.09, 3.47, -0.04], [1.27, 3.53, 1.80], [-0.29, 3.75, 1.03], [1.19, 1.57, 3.18], [-0.47, 2.06, 3.02], [-0.18, -0.25, 3.88], [0.79, -0.65, 2.50], [-2.29, -0.22, 2.59], [-1.27, -1.56, 2.22], [0.39, -1.90, 0.61], [-0.89, -1.96, -0.56], [0.44, -0.90, -0.84], [-3.24, -0.97, 0.41], [-3.12, 0.70, 0.21], [-2.54, -0.37, -1.09], [2.19, 1.49, -0.36], [1.87, -0.05, 0.56], [2.60, 1.48, 1.16], [-0.84, 2.29, -1.06], [-5.89, 0.03, -5.24], [-5.95, -1.13, -4.24], [-7.16, -0.80, -3.24], [-8.48, -0.77, -3.96], [-8.63, -2.21, -4.31], [-7.57, -2.84, -5.28], [-6.19, -2.44, -4.88], [-5.25, -2.66, -5.79], [-7.65, -4.39, -5.31], [-8.03, -2.34, -6.72], [-4.63, -1.31, -3.37], [-4.92, 0.04, -5.74], [-6.09, 1.02, -4.84], [-6.67, -0.15, -5.98], [-7.03, -1.39, -2.34], [-7.05, 0.23, -2.90], [-8.59, -0.07, -4.79], [-9.31, -0.42, -3.35], [-9.65, -2.25, -4.70], [-8.72, -2.80, -3.40], [-8.71, -4.62, -5.39], [-7.32, -4.80, -6.27], [-7.24, -4.99, -4.50], [-8.67, -3.04, -7.25], [-8.42, -1.32, -6.74], [-7.18, -2.30, -7.40], [-3.76, -1.01, -3.96], [-4.43, -2.33, -3.02], [-4.72, -0.62, -2.53], [-4.72, -3.38, -5.45], [5.46, -5.32, 1.66], [4.59, -6.09, 0.68], [3.12, -5.99, 1.13], [2.46, -4.57, 0.94], [2.80, -3.83, -0.45], [4.14, -4.16, -1.11], [4.67, -5.50, -0.74], [5.80, -5.88, -1.49], [3.96, -4.05, -2.70], [5.19, -3.16, -0.64], [4.83, -7.61, 0.77], [5.04, -4.40, 2.06], [6.41, -4.96, 1.28], [5.80, -6.03, 2.41], [2.53, -6.60, 0.44], [2.94, -6.34, 2.15], [2.92, -4.01, 1.76], [1.38, -4.61, 1.04], [2.48, -2.80, -0.32], [1.99, -4.19, -1.09], [3.76, -3.07, -3.13], [4.89, -4.24, -3.24], [3.36, -4.93, -2.93], [6.17, -3.63, -0.72], [5.18, -2.19, -1.15], [5.14, -2.77, 0.37], [5.78, -7.94, 0.37], [4.23, -7.95, -0.07], [4.53, -8.08, 1.71], [5.43, -6.18, -2.33], [-2.12, 7.53, 2.05], [-1.96, 5.96, 1.98], [-2.82, 5.20, 2.99], [-2.48, 3.82, 3.22], [-3.04, 2.85, 2.30], [-2.44, 5.53, 0.65], [-3.08, 7.83, 1.63], [-1.40, 8.15, 1.51], [-2.20, 7.74, 3.11], [-0.93, 5.70, 2.22], [-3.88, 5.29, 2.73], [-2.58, 5.65, 3.95], [-3.95, 3.24, 1.84], [-3.27, 1.91, 2.81], [-2.27, 2.47, 1.62], [-3.36, 5.91, 0.53], [-2.60, 4.54, 0.57], [4.70, 4.64, 3.16], [4.04, 5.05, 4.48], [2.74, 4.27, 4.73], [2.01, 4.98, 5.74], [1.43, 4.22, 6.83], [4.97, 4.76, 5.52], [4.01, 4.55, 2.32], [5.19, 3.68, 3.27], [5.45, 5.37, 2.86], [3.79, 6.11, 4.57], [2.82, 3.18, 4.71], [2.14, 4.29, 3.82], [2.06, 3.34, 6.95], [0.40, 3.91, 6.64], [1.35, 4.51, 7.88], [4.62, 5.12, 6.40], [5.01, 3.77, 5.69], [1.68, 3.37, -3.90], [0.90, 4.23, -3.66], [2.60, 2.87, -3.17], [1.63, 2.62, -4.93], [2.54, 3.11, -2.19], [3.36, 2.31, -3.54], [0.66, 2.72, -5.16], [2.12, 1.73, -4.95], [-0.39, -2.68, 6.17], [-1.42, -2.92, 6.80], [0.12, -1.45, 6.09], [0.28, -3.61, 5.54], [0.65, -1.31, 5.25], [-0.51, -0.80, 6.55], [1.04, -3.22, 5.01], [-0.27, -4.43, 5.31], [0.54, -0.70, -3.78], [1.00, -1.37, -4.69], [-0.68, -0.26, -3.69], [1.30, 0.01, -2.96], [-1.24, -0.51, -4.49], [-0.95, 0.47, -3.04], [2.28, -0.10, -3.14], [1.04, 0.60, -2.18], [-2.85, 3.24, -2.92], [-3.67, 2.35, -3.13], [-2.83, 3.97, -1.87], [-2.05, 3.68, -3.80], [-3.65, 3.88, -1.28], [-2.38, 4.84, -2.11], [-2.15, 3.24, -4.70], [-1.21, 4.04, -3.38], [3.41, -1.84, 4.00], [2.31, -1.93, 4.51], [4.39, -2.56, 4.23], [3.54, -1.21, 2.81], [4.43, -2.69, 5.24], [5.22, -2.30, 3.72], [4.43, -1.37, 2.36], [2.81, -0.77, 2.27], [6.46, 0.51, 0.30], [7.19, -0.42, 0.39], [5.81, 0.95, -0.78], [5.88, 1.10, 1.38], [5.25, 1.78, -0.66], [5.94, 0.38, -1.61], [5.01, 1.61, 1.32], [6.28, 0.89, 2.28]],
  "lowdin_charge": [0.0091, -0.4396, -0.1008, -0.1764, -0.1103, -0.4728, -0.1434, -0.0240, -0.0125, -0.0163, -0.0424, 0.0729, 0.0676, 0.0615, 0.1108, 0.1098, 0.0954, 0.0833, 0.1225, 0.1266, 0.0710, 0.0904, 0.0505, 0.0894, 0.0779, 0.0646, 0.0588, 0.0655, 0.0677, 0.0950, -0.0253, -0.4346, -0.1432, -0.2123, -0.1684, -0.4222, -0.1760, 0.0017, -0.0422, -0.0376, -0.0152, 0.0779, 0.0851, 0.0632, 0.1196, 0.1076, 0.1114, 0.1159, 0.1156, 0.1192, 0.0752, 0.0741, 0.0806, 0.0745, 0.0654, 0.0701, 0.0538, 0.0782, 0.0640, 0.1156, -0.0400, -0.4626, -0.1454, -0.1376, -0.1056, -0.4667, -0.1112, -0.0150, -0.0127, -0.0493, -0.0450, 0.0511, 0.0825, 0.0833, 0.1109, 0.1211, 0.0694, 0.1007, 0.0922, 0.1030, 0.0781, 0.0663, 0.0849, 0.0861, 0.0647, 0.0554, 0.0800, 0.0799, 0.0924, 0.0935, -0.0377, -0.3910, -0.1992, -0.1852, -0.0986, 0.0236, 0.0662, 0.0750, 0.0687, 0.1258, 0.1257, 0.1198, 0.0908, 0.0793, 0.0496, 0.0675, 0.0116, -0.0601, -0.4418, -0.2121, -0.1746, -0.0843, 0.0320, 0.0631, 0.0629, 0.0802, 0.1455, 0.1202, 0.0917, 0.0754, 0.0780, 0.0790, 0.0742, 0.0726, -0.8482, 0.0699, 0.1656, 0.1817, 0.1050, 0.1221, 0.1229, 0.1116, -0.7686, -0.0004, 0.1481, 0.1697, 0.0367, 0.1146, 0.0574, 0.1193, -0.7588, 0.0207, 0.1900, 0.1433, 0.1182, 0.0845, 0.1026, 0.0555, -0.8393, 0.0114, 0.1717, 0.1851, 0.1249, 0.1215, 0.1351, 0.0820, -0.7436, 0.0137, 0.2109, 0.1923, 0.1511, 0.1287, 0.0825, 0.0661, -0.7470, 0.0704, 0.1544, 0.1364, 0.0978, 0.1131, 0.0721, 0.1035],
  "smiles": "CC1(C)CCCC(C)(C)N1O.CC1(C)CCCC(C)(C)N1O.CC1(C)CCCC(C)(C)N1O.COC[C@H](C)N.COC[C@H](C)N.NC(N)=O.NC(N)=O.NC(N)=O.NC(N)=O.NC(N)=O.NC(N)=O",
  "homo_lumo_gap_ev": 7.566,
  "total_energy_ev": -92034.3429,
  "homo_energy_ev": -7.90,
  "charge": 0
}